Density functional theory data (the ωB97M-V functional and the def2-TZVPD basis) for an isolated molecule of C4H6N2O.

Properties
E_LUMO   0.72 eV
Relative energy (zero: lowest compared OMol25 entry of this formula, charge and spin)   68.1 kJ/mol
HOMO energy   -8.04 eV
SMILES   Cc1ncc(O)[nH]1
Gap between HOMO and LUMO   8.756 eV
E_tot   -9272.7965 eV

Cartesian coordinates (Å):
C (-0.447, -0.465, 0.379)
H (0.781, 1.017, 1.308)
N (-0.410, -1.046, -0.789)
C (1.106, 0.603, -0.755)
C (-1.479, -0.693, 1.433)
H (0.834, -0.669, -2.522)
H (-1.157, -1.391, 2.211)
H (-2.361, -1.106, 0.938)
C (0.584, -0.406, -1.503)
N (0.487, 0.541, 0.468)
O (1.908, 1.652, -1.055)
H (1.919, 1.712, -2.020)
H (-1.765, 0.253, 1.907)

---

Density functional theory data (the ωB97M-V functional and the def2-TZVPD basis) for an isolated molecule of C4H6N2O at a distorted geometry.

Properties
E_LUMO   0.88 eV
Relative energy (zero: lowest compared OMol25 entry of this formula, charge and spin)   176.2 kJ/mol
HOMO energy   -7.46 eV
SMILES   Nc1[nH]ccc1O
Gap between HOMO and LUMO   8.336 eV
E_tot   -9271.6757 eV

Cartesian coordinates (Å):
C (0.143, 0.238, 0.897)
H (1.853, -1.156, 1.271)
C (1.392, -0.559, -0.800)
O (-0.503, 0.379, 2.093)
C (-0.417, 0.689, -0.278)
N (-1.776, 0.733, -0.708)
N (0.444, 0.290, -1.276)
C (1.291, -0.544, 0.576)
H (1.767, -1.331, -1.461)
H (-2.429, 1.066, -0.010)
H (0.230, 0.462, -2.240)
H (0.024, -0.017, 2.794)
H (-2.019, -0.248, -0.858)

---

Density functional theory data (the ωB97M-V functional and the def2-TZVPD basis) for an isolated molecule of C4H6N2O at a distorted geometry.

Properties
E_LUMO   1.02 eV
Relative energy (zero: lowest compared OMol25 entry of this formula, charge and spin)   342.2 kJ/mol
HOMO energy   -9.77 eV
SMILES   [H]/N=C1/OC[C@H]2CN12
Gap between HOMO and LUMO   10.797 eV
E_tot   -9269.9555 eV

Cartesian coordinates (Å):
C (-0.975, -0.012, -0.071)
H (1.917, -0.431, -1.494)
H (1.415, -2.127, 0.546)
O (-0.400, 1.099, 0.425)
C (1.139, -1.100, 0.671)
C (1.316, -0.185, -0.553)
H (0.941, -0.604, 1.663)
H (-2.704, -1.265, -0.207)
C (0.842, 1.293, -0.104)
N (0.095, -0.951, -0.409)
H (0.705, 2.075, -0.874)
H (1.633, 1.723, 0.653)
N (-2.187, -0.211, -0.068)